# 1
Below is C35H42AsCl2N2O4Ti as an isolated structure in a non-equilibrium geometry, with properties calculated with ωB97M-V/def2-TZVPD.

**<S²>**: 2.028
**Frontier orbital gap (alpha / beta)**: 3.42 / 4.82 eV
**LUMO energy (alpha / beta)**: 2.134 / 2.133 eV
**HOMO level (alpha / beta)**: -1.28 / -2.69 eV

Structure (ORCA input):
```
! RIJCOSX wB97M-V def2-TZVPD def2/J DEFGRID3
* xyz -1 3
As -0.561 -2.576 1.492
Ti 0.336 0.314 -0.596
Cl 1.720 -1.327 -1.583
Cl -0.819 2.464 -0.319
O -1.121 -0.068 -1.937
O 1.354 1.364 -1.876
O -0.167 -1.160 0.562
O -2.533 0.096 0.793
N -3.698 1.971 1.454
N -0.863 -0.764 -4.088
C 3.045 -5.661 1.026
C -2.199 -3.363 0.836
C -0.692 -1.883 -4.994
C 2.175 -3.414 1.330
C -1.045 -1.343 6.056
C 2.601 4.581 -2.788
C 1.736 -6.155 1.041
C 1.728 1.114 0.885
C -3.510 1.758 2.873
C -4.543 3.045 0.997
C 3.433 4.610 -5.065
C -3.154 1.136 0.539
C 3.259 -4.290 1.185
C 0.860 -3.892 1.305
C 3.327 3.208 -5.117
C -1.293 -0.938 -2.840
C 2.854 2.473 -4.027
C -0.132 -2.345 5.717
C -1.849 -0.767 5.065
C -3.307 -3.588 1.669
C 1.393 0.493 3.289
C 0.649 -5.280 1.196
C -0.269 0.516 -4.475
C 3.057 5.298 -3.892
C 0.004 -2.749 4.380
C 2.475 3.170 -2.856
C -2.253 -3.802 -0.495
C -4.466 -4.197 1.164
C 1.938 2.478 -1.712
C -4.516 -4.616 -0.169
C -1.702 -1.168 3.731
C -3.401 -4.435 -0.994
C 3.191 1.303 0.783
C 0.927 0.971 1.941
C -0.743 -2.121 3.366
H 0.251 -2.413 -4.804
H -0.685 -1.517 -6.022
H -1.507 -2.595 -4.851
H 0.462 -2.831 6.500
H 3.777 5.156 -5.951
H 2.307 5.088 -1.859
H -4.160 3.365 0.027
H 3.552 0.962 -0.198
H -0.056 0.491 -5.546
H -5.578 2.712 0.866
H 3.886 -6.347 0.906
H 3.731 0.710 1.548
H -5.328 -4.356 1.818
H 4.275 -3.894 1.193
H -2.438 1.708 3.131
H -5.406 -5.116 -0.554
H -3.415 -4.794 -2.027
H 0.630 0.672 4.056
H -0.364 -5.679 1.248
H 3.602 2.652 -6.017
H -3.310 1.494 -0.494
H -3.987 0.826 3.218
H -1.160 -1.039 7.099
H 1.593 -0.587 3.250
H 2.766 1.377 -4.031
H 3.481 2.367 0.901
H -4.512 3.861 1.713
H 0.656 0.687 -3.914
H 1.891 2.943 -0.718
H -0.124 1.296 1.936
H 2.358 -2.346 1.446
H -0.943 1.345 -4.238
H -2.606 -0.022 5.330
H -2.353 -0.755 2.960
H 2.334 0.977 3.597
H -3.965 2.608 3.391
H 3.125 6.391 -3.840
H 1.559 -7.228 0.928
H -1.381 -3.670 -1.134
H -3.258 -3.306 2.720
H 0.675 -3.568 4.123
H -1.856 -1.857 -2.608
*
```

***

# 2
Below is a 12-piece molecular cluster, C35H42BCl46 overall in a non-equilibrium geometry, with properties calculated with ωB97M-V/def2-TZVPD.

**Frontier orbital gap**: 6.76 eV
**LUMO energy**: 1.220 eV
**HOMO level**: -5.54 eV

Structure (ORCA input):
```
! RIJCOSX wB97M-V def2-TZVPD def2/J DEFGRID3
* xyz -1 1
Cl -3.563 4.594 4.209
Cl 8.662 -1.113 -3.513
Cl -8.288 -3.020 -1.639
Cl -11.578 -3.507 5.361
Cl -1.115 -7.501 -1.142
Cl -7.205 7.768 2.735
Cl -3.116 -3.645 -5.481
Cl -5.474 -3.616 -1.362
Cl -9.253 5.736 2.789
Cl -8.233 -5.455 4.076
Cl -5.508 5.079 6.292
Cl -12.941 -3.138 2.841
Cl -7.959 6.385 10.733
Cl 10.921 -5.946 -7.124
Cl -6.312 7.162 8.493
Cl -0.799 -3.351 -7.176
Cl 12.371 -0.860 2.492
Cl -3.705 0.646 2.626
Cl -8.837 7.429 5.091
Cl -4.720 2.375 5.639
Cl -8.396 8.923 9.425
Cl -9.083 6.464 8.077
Cl 9.823 0.428 2.055
Cl 7.420 -1.751 -6.039
Cl -9.993 8.523 2.680
Cl 10.746 -1.598 0.221
Cl 6.121 0.059 -4.199
Cl 12.019 -3.646 -8.483
Cl -11.829 -0.862 4.228
Cl -6.863 -7.222 2.275
Cl -3.540 -6.409 -2.269
Cl -6.328 3.893 3.790
Cl -10.079 -2.800 2.999
Cl 9.282 -4.435 -8.960
Cl -2.909 -1.376 -7.258
Cl 10.027 -3.290 -6.421
Cl -6.403 -7.431 5.119
Cl 9.918 -2.332 2.887
Cl -1.646 -4.666 -0.962
Cl 8.507 0.886 -5.595
Cl -1.198 -1.574 -4.934
Cl -0.989 -5.835 -3.501
Cl -7.386 -5.767 -1.627
Cl -5.865 -1.051 1.171
Cl -7.266 -4.194 0.795
Cl -8.935 -8.259 4.000
C -5.028 3.981 4.982
C 5.826 -0.846 1.482
C 6.646 -0.428 0.250
C -7.106 -4.146 -0.960
C -4.298 -0.702 0.244
C -0.081 -0.968 -1.215
C -1.821 -6.103 -1.969
C 7.673 -0.479 -4.838
C -11.604 -2.576 3.856
C -0.421 2.459 0.537
C -8.820 7.363 3.324
C -7.607 -7.094 3.868
C 0.415 2.868 -0.716
C 1.571 -0.486 -2.943
C -7.936 7.232 9.181
C 2.184 -1.688 -0.996
C 2.541 -1.145 -2.210
C 4.228 3.154 -1.338
C 10.563 -4.328 -7.745
C 5.506 2.880 -0.466
C 5.367 0.360 2.366
C -4.638 0.463 -0.689
C -1.519 -0.856 -0.787
C 3.875 0.690 2.058
C 1.837 0.171 -4.286
C -2.007 -2.484 -6.213
C 10.714 -1.089 1.915
C -3.174 -0.401 1.244
C 0.289 -0.410 -2.434
C 0.911 -1.616 -0.492
C 2.966 3.464 -0.484
C 5.830 0.324 -0.853
C 1.887 2.356 -0.641
C -1.757 1.737 0.163
C 6.356 1.762 -1.104
B -1.768 0.131 0.526
H 2.092 1.837 -1.585
H 7.529 0.158 0.554
H -0.685 3.406 1.037
H 0.162 1.882 1.260
H 0.668 -2.084 0.460
H 3.324 -0.254 2.009
H -0.476 0.114 -3.011
H 4.962 -1.468 1.217
H -0.893 -0.056 1.361
H 6.458 -1.459 2.145
H -4.021 0.465 -1.597
H 3.843 1.217 1.106
H 0.986 -0.012 -4.954
H 7.058 -1.353 -0.184
H 7.378 1.856 -0.712
H 1.930 1.592 0.140
H -1.924 1.828 -0.927
H 5.970 1.232 2.089
H -2.914 -1.365 1.704
H -4.453 1.431 -0.212
H -2.095 -0.471 -1.639
H 2.712 -0.275 -4.774
H -5.680 0.410 -1.018
H 3.543 -1.223 -2.626
H -1.864 -1.872 -0.527
H 4.428 4.005 -2.002
H -2.565 2.314 0.634
H 0.371 3.953 -0.888
H 4.112 2.270 -1.978
H 6.001 -0.257 -1.772
H 2.544 4.424 -0.801
H -0.027 2.421 -1.616
H -4.094 -1.600 -0.335
H 6.103 3.802 -0.533
H 5.459 0.087 3.421
H 3.241 3.540 0.576
H 5.261 2.707 0.584
H 2.958 -2.220 -0.439
H 6.361 1.933 -2.187
H 1.938 1.260 -4.197
H 4.752 0.271 -0.665
H 3.444 1.307 2.854
*
```

***

# 3
Below is an isolated ion of composition C35H42N3O and charge +1 in a non-equilibrium geometry, with properties calculated with ωB97M-V/def2-TZVPD.

**Frontier orbital gap**: 6.10 eV
**LUMO energy**: -3.997 eV
**HOMO level**: -10.09 eV

Structure (ORCA input):
```
! RIJCOSX wB97M-V def2-TZVPD def2/J DEFGRID3
* xyz 1 1
O -4.337 -8.154 -3.698
N -4.757 -7.585 -1.508
N -3.149 -5.984 -1.105
N 0.743 -0.477 2.115
C 4.515 -3.677 2.848
C 1.981 0.246 2.482
C -4.028 -7.549 -2.673
C -0.316 -4.600 3.943
C 1.994 -2.510 2.340
C -0.986 -3.941 1.558
C -2.638 -3.512 5.010
C -2.597 -6.447 -7.260
C -2.490 -3.605 3.619
C 1.969 1.776 2.584
C -2.294 -6.303 -4.885
C -0.410 1.809 1.772
C 0.644 2.481 2.631
C -5.934 -8.431 -1.403
C 2.787 -3.033 1.310
C 0.742 -1.824 1.924
C 2.568 -2.485 3.681
C -0.514 0.258 1.899
C -5.465 -5.619 -0.227
C -1.854 -7.625 -7.294
C -2.161 -5.184 -0.515
C -1.575 -3.857 5.856
C -2.830 -6.627 -2.403
C -4.347 -6.632 -0.469
C 4.031 -3.565 1.550
C -3.974 -7.389 0.803
C -0.432 -4.494 5.336
C -1.245 -8.066 -6.120
C -2.092 -4.632 0.769
C 3.808 -3.088 3.907
C -1.281 -4.050 3.072
C -2.602 -5.643 -3.565
C -0.412 -2.484 1.223
C -2.787 -5.749 -6.070
C -1.414 -7.381 -4.918
H -5.094 -4.717 0.277
H 2.306 -0.121 3.462
H 4.228 -3.145 4.932
H -1.292 -1.880 1.428
H -3.543 -6.696 1.530
H -5.967 -5.387 -1.176
H -4.890 -7.844 1.183
H 0.785 3.492 2.227
H 2.605 2.046 3.423
H -1.222 0.066 2.740
H 0.301 2.647 3.661
H -0.161 2.065 0.729
H -6.067 -8.955 -2.356
H -3.348 -4.813 -6.023
H 2.094 -1.966 4.553
H -0.980 -0.041 0.941
H 0.019 -4.389 1.307
H -0.258 -2.578 -0.020
H -3.526 -3.031 5.446
H -1.405 2.255 1.929
H -3.070 -6.080 -8.156
H -1.404 -4.934 -1.302
H -1.714 -8.157 -8.232
H -6.863 -7.868 -1.202
H 5.500 -4.113 3.015
H -5.822 -9.192 -0.612
H -1.620 -3.735 6.938
H -3.241 -8.179 0.567
H 2.791 0.010 1.766
H -1.763 -5.002 -3.251
H -6.214 -6.099 0.401
H -3.455 -4.947 -3.683
H 0.417 -4.792 5.981
H -3.387 -3.401 2.997
H 4.593 -3.949 0.702
H -1.953 -7.289 -2.256
H 2.512 2.161 1.723
H 0.526 -5.200 3.560
H -0.668 -8.978 -6.128
H -0.898 -7.690 -4.006
H -3.111 -4.586 1.189
H 2.394 -2.911 0.291
*
```